{"formula": "C53H50MoN5O2P2SSbSe5", "method": "wB97M-V/def2-TZVPD", "species": ["Mo", "C", "C", "C", "C", "C", "C", "C", "S", "O", "O", "N", "C", "C", "C", "C", "C", "C", "C", "C", "N", "C", "H", "H", "H", "H", "H", "H", "H", "H", "H", "H", "H", "H", "H", "C", "N", "C", "P", "C", "C", "C", "C", "C", "C", "C", "C", "C", "C", "C", "C", "C", "C", "C", "C", "C", "C", "P", "C", "C", "C", "C", "C", "C", "C", "C", "C", "C", "C", "C", "H", "H", "H", "H", "H", "H", "H", "H", "H", "H", "H", "H", "H", "H", "H", "H", "H", "H", "H", "H", "H", "H", "H", "H", "H", "H", "H", "H", "H", "C", "N", "C", "C", "N", "C", "C", "Se", "H", "H", "H", "H", "H", "H", "H", "H", "Se", "Sb", "Se", "Se", "Se"], "positions_angstrom": [[-1.0534, 0.2431, 0.0977], [3.4992, 4.8458, -4.4100], [2.6945, 4.4327, -3.2186], [1.5904, 3.6060, -3.3755], [0.8802, 3.1669, -2.2749], [1.2683, 3.5344, -0.9999], [2.3359, 4.3981, -0.8352], [3.0384, 4.8494, -1.9365], [0.5160, 2.8698, 0.5271], [0.1726, 4.0474, 1.3207], [2.6178, 1.2811, 0.0470], [-0.8535, 2.2347, -0.1943], [-1.8185, 3.1106, -0.5914], [-1.6706, 4.4788, -0.7873], [-2.7796, 5.2663, -1.0890], [-4.0342, 4.7253, -1.2227], [-4.2266, 3.3397, -1.0709], [-5.4750, 2.6954, -1.1909], [-5.5421, 1.3372, -1.0383], [-4.3686, 0.6313, -0.7673], [-3.1867, 1.1949, -0.5791], [-3.1047, 2.5346, -0.7504], [2.9097, 4.7667, -5.3201], [4.3691, 4.1956, -4.5099], [3.8586, 5.8657, -4.3037], [1.2748, 3.3008, -4.3643], [-0.0056, 2.5668, -2.4355], [2.5972, 4.7183, 0.1620], [3.8657, 5.5304, -1.7897], [-0.7091, 4.9516, -0.6747], [-2.6323, 6.3301, -1.2069], [-4.8913, 5.3451, -1.4369], [-6.3558, 3.2784, -1.4163], [-6.4711, 0.7908, -1.0939], [-4.4099, -0.4503, -0.7164], [1.4896, -2.7256, -1.0282], [2.6987, -2.2567, -0.3942], [2.4988, -1.2627, 0.6192], [1.4281, 0.1516, 0.0230], [3.1615, 1.7648, 1.2163], [2.6352, 1.4516, 2.4598], [3.2016, 1.9732, 3.6071], [4.3146, 2.7910, 3.5161], [4.8445, 3.0986, 2.2729], [4.2697, 2.5955, 1.1194], [1.3885, 0.0429, -1.7900], [2.5136, -0.0266, -2.6027], [2.3638, -0.0680, -3.9777], [1.1006, -0.0073, -4.5497], [-0.0314, 0.0450, -3.7512], [0.1219, 0.0484, -2.3761], [3.7080, -3.2018, -0.1730], [4.3729, -3.3506, 1.0452], [5.3837, -4.2877, 1.1736], [5.7441, -5.0900, 0.1064], [5.0899, -4.9458, -1.1063], [4.0855, -4.0109, -1.2461], [-0.0792, -2.2166, -0.1361], [-1.1140, -3.3959, -1.0867], [-1.8497, -4.3865, -0.4389], [-2.5368, -5.3351, -1.1726], [-2.4942, -5.3028, -2.5564], [-1.8061, -4.2928, -3.2049], [-1.1288, -3.3305, -2.4766], [0.1611, -3.2006, 1.3913], [0.4795, -4.5583, 1.3048], [0.5162, -5.3310, 2.4479], [0.2137, -4.7773, 3.6832], [-0.0497, -3.4227, 3.7842], [-0.0532, -2.6384, 2.6455], [1.4749, -3.8219, -1.0655], [1.4397, -2.3957, -2.0774], [3.4726, -0.8239, 0.8784], [2.0543, -1.6758, 1.5481], [1.7611, 0.8025, 2.5188], [2.7664, 1.7365, 4.5661], [4.7666, 3.1837, 4.4138], [5.7095, 3.7400, 2.1971], [4.6695, 2.8294, 0.1445], [3.4905, -0.0679, -2.1463], [3.2336, -0.1521, -4.6123], [0.9833, -0.0007, -5.6226], [-1.0195, 0.0728, -4.1910], [-0.8087, 0.0767, -1.7518], [4.1031, -2.7620, 1.9095], [5.8838, -4.4009, 2.1255], [6.5258, -5.8246, 0.2192], [5.3642, -5.5630, -1.9496], [3.5917, -3.8965, -2.2000], [-1.9058, -4.4065, 0.6437], [-3.1183, -6.0823, -0.6527], [-3.0256, -6.0454, -3.1277], [-1.7925, -4.2459, -4.2833], [-0.6170, -2.5244, -2.9918], [0.6485, -5.0334, 0.3462], [0.7610, -6.3802, 2.3631], [0.1670, -5.4068, 4.5581], [-0.2619, -2.9726, 4.7420], [-0.2492, -1.5672, 2.7394], [-3.6079, -0.6703, 4.0913], [-3.7972, 0.6272, 3.4965], [-4.9875, 1.2918, 3.4861], [-4.7598, 2.5299, 2.9805], [-3.4279, 2.6209, 2.6883], [-2.7812, 3.8544, 2.3285], [-2.8529, 1.4383, 2.9827], [-1.0793, 0.9762, 2.5504], [-4.4751, -1.3028, 3.8710], [-3.5008, -0.5730, 5.1734], [-2.6989, -1.1318, 3.6947], [-5.9024, 0.8138, 3.7778], [-5.4308, 3.3417, 2.7954], [-3.2512, 4.2834, 1.4430], [-1.7170, 3.7096, 2.1369], [-2.8775, 4.5654, 3.1512], [-4.2894, -4.4025, 2.6868], [-4.6687, -2.6831, 1.0035], [-2.5271, -1.3372, 0.8257], [-6.5248, -1.3116, 1.8277], [-5.4521, -3.5853, -1.1357]], "mulliken_spin": [1.301, 0.000, 0.001, -0.002, 0.017, 0.003, 0.000, 0.000, 0.012, 0.006, -0.001, -0.024, 0.056, 0.011, -0.005, 0.011, -0.002, 0.001, -0.002, -0.010, -0.021, -0.022, 0.000, 0.000, 0.000, 0.000, -0.004, 0.000, 0.000, 0.001, 0.000, 0.000, 0.000, 0.000, 0.001, -0.015, 0.007, 0.026, -0.012, 0.004, 0.012, 0.001, 0.000, 0.000, 0.000, -0.067, -0.003, 0.004, -0.003, 0.007, 0.063, 0.001, 0.000, 0.000, 0.000, 0.000, -0.001, 0.016, -0.019, 0.036, 0.008, -0.002, 0.003, 0.027, -0.016, 0.007, 0.002, 0.000, -0.012, 0.012, 0.003, -0.006, 0.000, -0.004, -0.006, 0.000, 0.000, 0.000, 0.000, 0.000, 0.000, 0.000, 0.001, -0.021, 0.000, 0.000, 0.000, 0.000, 0.000, -0.001, -0.001, 0.000, 0.001, 0.005, -0.001, 0.000, 0.000, 0.000, -0.024, 0.013, -0.012, 0.009, -0.006, -0.005, 0.001, 0.007, 0.009, -0.008, 0.003, -0.011, 0.000, 0.000, 0.000, -0.002, 0.001, -0.025, -0.006, 0.578, 0.013, 0.081], "multiplicity": 3, "homo_energy_ev": [-6.15, -6.13], "orbital_gap_ev": [5.04, 4.24], "s_squared": 2.034}



{"formula": "C10H7BrO2", "method": "wB97M-V/def2-TZVPD", "species": ["C", "C", "C", "C", "C", "C", "C", "C", "C", "C", "O", "O", "Br", "H", "H", "H", "H", "H", "H", "H"], "positions_angstrom": [[-3.3426, -0.9283, -0.2890], [-2.4534, -1.1394, -1.4026], [-2.8974, -0.1638, 0.8156], [-1.2379, -0.5555, -1.4131], [-1.6048, 0.2676, 0.8741], [-0.7667, 0.1992, -0.2750], [0.5257, 0.8250, -0.3134], [3.8318, -0.0932, -0.6147], [3.5361, 1.1779, -0.1040], [1.4452, 0.7814, 0.7998], [4.6001, 1.4449, -0.7352], [2.5821, 1.7869, 0.5734], [4.9594, -1.1106, 0.5526], [-4.0710, -1.6132, -0.1719], [-2.8299, -1.7111, -2.2471], [-3.5539, 0.0853, 1.5629], [-0.6156, -0.8060, -2.2523], [-1.1590, 0.6535, 1.7997], [1.0225, 1.1517, 1.8207], [2.0292, -0.2523, 1.0194]], "nbo_charge": [-0.147, -0.217, -0.213, -0.136, -0.167, -0.218, 0.176, -0.183, 0.670, -0.290, -0.442, -0.462, 0.013, 0.207, 0.222, 0.215, 0.229, 0.211, 0.248, 0.284], "homo_energy_ev": [-8.46, -8.50], "orbital_gap_ev": [6.89, 6.85], "relative_energy_kcal_mol": 171.0}



{"formula": "C4H6N2", "method": "wB97M-V/def2-TZVPD", "species": ["N", "C", "C", "C", "C", "N", "H", "H", "H", "H", "H", "H"], "positions_angstrom": [[-1.6146, -0.5185, -1.6754], [-1.5570, 0.4262, -1.0179], [-0.9080, 0.9415, 0.1547], [0.1153, -0.0584, 0.6590], [0.8666, -0.9110, -0.3046], [1.4903, 0.2574, 0.3227], [-0.4782, 1.8872, -0.1418], [-1.7043, 1.1423, 0.8576], [-0.0872, -0.4568, 1.6542], [0.5433, -0.8159, -1.6676], [1.2047, -1.8923, 0.0859], [2.1292, -0.0017, 1.0732]], "nbo_charge": [-0.314, 0.283, -0.521, -0.107, -0.240, -0.602, 0.258, 0.249, 0.205, 0.231, 0.204, 0.355], "homo_energy_ev": -9.78, "orbital_gap_ev": 10.71, "relative_energy_kcal_mol": 78.8}



{"formula": "C5H13N2O", "method": "wB97M-V/def2-TZVPD", "species": ["C", "N", "C", "C", "C", "O", "C", "N", "H", "H", "H", "H", "H", "H", "H", "H", "H", "H", "H", "H", "H"], "positions_angstrom": [[-0.2879, -2.8617, -0.0014], [1.2648, -0.1875, -1.4982], [0.4537, 0.3852, -0.6027], [-0.8002, 1.0778, -0.9944], [-1.9280, 0.6756, 0.0490], [-1.9695, 1.3088, 1.2275], [0.9800, 0.5458, 0.8435], [2.3174, -0.1209, 0.8433], [-0.0788, -2.5130, -1.0725], [0.1061, -3.8699, 0.1974], [-1.3855, -2.8634, 0.1836], [0.2972, -2.1220, 0.6009], [0.6010, -0.9503, -0.7646], [-1.0658, 0.6670, -1.9875], [-0.5980, 2.1572, -0.9983], [-2.8327, 0.7354, -0.6196], [-1.6980, -0.3665, 0.0960], [0.9603, 1.5969, 1.1504], [0.3241, 0.0353, 1.5592], [2.4296, -0.2814, -0.2543], [3.1155, 0.5273, 0.9099]], "nbo_charge": [-0.863, -0.725, 0.275, -0.521, 0.013, -0.932, -0.340, -0.918, 0.214, 0.207, 0.226, 0.228, 0.399, 0.196, 0.221, 0.071, 0.069, 0.225, 0.236, 0.385, 0.336], "homo_energy_ev": -2.91, "orbital_gap_ev": 6.74, "relative_energy_kcal_mol": 103.1, "total_charge": -1}



{"formula": "C2F2O3PmS", "method": "wB97M-V/def2-TZVPD", "species": ["Pm", "S", "O", "C", "F", "F", "O", "C", "O"], "positions_angstrom": [[1.1366, -0.9906, 1.5242], [-1.5114, -0.8204, -0.2395], [0.0694, -1.3076, -0.4520], [-1.2165, 0.0926, 1.3098], [-1.3929, 1.4684, 1.0998], [-2.2424, -0.1852, 2.2244], [1.9483, 0.8519, -0.7200], [1.5973, 0.5085, -1.7938], [1.6116, 0.3824, -2.9529]], "mulliken_spin": [5.057, 0.000, -0.021, -0.029, 0.000, -0.002, 0.002, -0.006, 0.000], "multiplicity": 6, "homo_energy_ev": [-7.14, -7.22], "orbital_gap_ev": [5.92, 5.97], "relative_energy_kcal_mol": 6.9, "s_squared": 8.757}